{"formula": "C4H3BrO", "method": "wB97M-V/def2-TZVPD", "species": ["C", "C", "C", "C", "O", "Br", "H", "H", "H"], "coordinates": [[0.1512, -0.4236, -0.7107], [-0.4246, 1.8233, 0.1830], [0.6110, 1.0116, -0.1966], [-0.1922, -1.3399, 0.1341], [1.7786, 0.9486, -0.4192], [-1.5272, 1.6780, 1.6174], [0.1834, -0.3837, -1.7220], [-0.2860, -0.9510, 1.2781], [-0.2943, -2.3633, -0.1641]], "total_energy_ha": -2803.2683, "lumo_energy_ev": -1.590, "total_charge": 0, "de_lowest_ev": 4.086, "spin_multiplicity": 1}

---

{"formula": "C15H28Br4CaCl2CsNO10S3", "method": "wB97M-V/def2-TZVPD", "species": ["C", "C", "C", "O", "C", "O", "C", "S", "N", "Br", "C", "O", "O", "C", "C", "C", "C", "S", "O", "O", "Cl", "O", "C", "O", "C", "S", "H", "H", "H", "H", "H", "H", "H", "H", "H", "H", "H", "H", "H", "H", "H", "H", "H", "H", "H", "C", "C", "O", "H", "H", "H", "H", "H", "H", "Cs", "Cl", "Ca", "C", "Br", "Br", "Br", "H", "O", "H", "H"], "coordinates": [[-6.4918, 0.0596, -1.4882], [-5.0024, -0.0535, -1.1512], [-4.3243, -1.2748, -1.7491], [-3.3623, -0.9366, -2.7573], [-3.8482, -0.6198, -3.9436], [-5.0223, -0.5240, -4.2482], [-2.7680, -0.3591, -4.9638], [-1.0630, -0.5868, -4.4456], [-0.6102, 0.7771, -3.4555], [-1.5600, 2.3767, -3.7348], [-0.4751, 0.5197, -2.0489], [-0.8264, -0.4968, -1.5223], [0.1144, 1.5535, -1.4505], [1.2415, 1.2019, -0.6114], [1.0042, 1.5827, 0.8194], [0.1185, 0.5963, 1.5757], [0.9414, -0.4873, 2.2467], [-0.0874, -1.6505, 3.1133], [-0.6529, -2.5031, 2.1268], [0.6114, -2.3226, 4.1594], [-1.6289, -0.6732, 3.9948], [-4.8607, -0.2140, 0.2737], [-4.8411, 0.9544, 0.9612], [-5.6878, 1.2107, 1.7819], [-3.7018, 1.9394, 0.7609], [-2.2670, 1.3960, -0.2151], [-6.7630, -0.7658, -2.1220], [-7.1024, 0.0080, -0.6054], [-6.6950, 0.9419, -2.0694], [-4.4642, 0.8233, -1.4711], [-3.7436, -1.7236, -0.9634], [-5.0327, -2.0130, -2.0811], [-2.8928, -1.1092, -5.7321], [-2.9515, 0.5821, -5.4506], [1.5265, 0.1660, -0.7125], [2.0761, 1.7853, -0.9684], [1.9779, 1.5667, 1.2861], [0.5694, 2.5692, 0.8657], [-0.3897, 1.1401, 2.3565], [-0.6618, 0.1662, 0.9668], [1.6244, -0.0293, 2.9396], [1.4738, -1.0761, 1.5203], [-3.3607, 2.1970, 1.7458], [-4.0975, 2.8430, 0.3344], [-2.2735, 0.0846, 0.0501], [5.6957, -2.4066, 2.8289], [4.2725, -2.1678, 2.3910], [3.9260, -0.7932, 2.5542], [5.8215, -2.1157, 3.8763], [5.9865, -3.4546, 2.7121], [6.3732, -1.7987, 2.2368], [3.5948, -2.7712, 2.9922], [4.1259, -2.4543, 1.3329], [4.5302, -0.2753, 2.0101], [3.2029, -4.3527, 2.9283], [7.0691, -4.5349, 1.1100], [-0.0652, 4.7060, -4.2555], [8.3983, -0.2454, -0.3460], [9.0989, -1.7764, 0.5695], [7.7657, -0.6914, -2.1082], [7.0268, 0.6604, 0.6840], [9.2016, 0.4648, -0.4663], [0.2172, 4.7176, 1.3202], [-0.6187, 4.4164, 1.6913], [0.6074, 5.2512, 2.0206]], "total_energy_ha": -14503.3848, "lumo_energy_ev": -9.503, "total_charge": 2, "spin_multiplicity": 1}

---

{"formula": "C20H25F15NNaO13", "method": "wB97M-V/def2-TZVPD", "species": ["Na", "N", "O", "O", "O", "C", "C", "O", "C", "O", "C", "F", "F", "F", "H", "H", "H", "H", "H", "C", "C", "O", "C", "O", "C", "F", "F", "F", "H", "H", "H", "H", "H", "C", "C", "O", "C", "O", "C", "F", "F", "F", "H", "H", "H", "H", "H", "C", "C", "O", "C", "O", "C", "F", "F", "F", "H", "H", "H", "H", "H", "C", "C", "O", "C", "O", "C", "F", "F", "F", "H", "H", "H", "H", "H"], "coordinates": [[14.9738, 31.2132, -12.2889], [17.0728, 33.5170, -9.9302], [17.8292, 34.1472, -9.2303], [16.5411, 32.4599, -9.5049], [16.7027, 33.9044, -11.0242], [20.2618, 34.5656, -13.8450], [20.4595, 33.0760, -13.7768], [20.2136, 32.4779, -15.0710], [19.0060, 31.8693, -15.3101], [18.1362, 31.6762, -14.4386], [18.7306, 31.3819, -16.7130], [19.8134, 31.3156, -17.4404], [18.1932, 30.1317, -16.6438], [17.9736, 32.2280, -17.3947], [20.3674, 34.9654, -12.8365], [19.2721, 34.8115, -14.2299], [20.9422, 35.0454, -14.5486], [19.8052, 32.7044, -12.9883], [21.4648, 32.8804, -13.4036], [16.9358, 23.3614, -15.0553], [16.4898, 24.7434, -14.4764], [15.3937, 25.2569, -15.2941], [14.9378, 26.5977, -15.1953], [15.3668, 27.4332, -14.3894], [13.8132, 27.0932, -16.0935], [13.4103, 26.2187, -17.0130], [12.7927, 27.6320, -15.4327], [14.3206, 28.0680, -16.8338], [17.8182, 23.0619, -14.4898], [17.1914, 23.4879, -16.1074], [16.1562, 22.6043, -14.9698], [17.2223, 25.5494, -14.5212], [16.1485, 24.6174, -13.4490], [17.8500, 26.9154, -9.4382], [16.5153, 27.5231, -9.6398], [15.5315, 26.4367, -9.8399], [14.2164, 26.8354, -10.1354], [13.8162, 28.0084, -10.1953], [13.2219, 25.6413, -10.2942], [12.9254, 25.1690, -9.0269], [12.0702, 26.0353, -10.8443], [13.9079, 24.6278, -10.8585], [18.6170, 27.5566, -9.0040], [18.3193, 26.6387, -10.3822], [17.8749, 25.9516, -8.9295], [16.4311, 28.1683, -10.5143], [16.4120, 28.0834, -8.7106], [12.0307, 33.7231, -10.0104], [11.1430, 32.4749, -9.8101], [10.0515, 32.4070, -10.7598], [10.3287, 31.8194, -11.9758], [11.4781, 31.8774, -12.3922], [9.0780, 31.4391, -12.8262], [9.2661, 30.1923, -13.2905], [7.9426, 31.4624, -12.1012], [8.9281, 32.3606, -13.8319], [12.8838, 33.6829, -9.3332], [11.5365, 34.6544, -9.7339], [12.4687, 33.7710, -11.0074], [10.7464, 32.6279, -8.8064], [11.7163, 31.5482, -9.7828], [13.7532, 37.3572, -15.2618], [13.5823, 35.9060, -14.8989], [12.9678, 35.2639, -15.9905], [13.2666, 34.0634, -16.3522], [14.1618, 33.3387, -15.7932], [12.5563, 33.5090, -17.6295], [13.4640, 33.3578, -18.5797], [11.9616, 32.3211, -17.3863], [11.6210, 34.3989, -18.0931], [14.4078, 37.4994, -16.1216], [14.2823, 37.7682, -14.4020], [12.8565, 37.9147, -15.5324], [12.9174, 35.9392, -14.0357], [14.4929, 35.4862, -14.4714]], "total_energy_ha": -3470.1308, "lumo_energy_ev": -0.883, "total_charge": 0, "de_lowest_ev": 0.271, "spin_multiplicity": 1}